# 1
This record from the Open Molecules 2025 dataset describes the molecule C4H6BrN3O2. The level of theory is the ωB97M-V functional and the def2-TZVPD basis.

Values from the calculation:
- Expectation value of S²: 2.01
- LUMO energy (alpha / beta): 0.32 / -2.08 eV
- Electronic energy: -3044.53157 a.u.
- F_max: 0.053 hartree/bohr
- Spin multiplicity: 3

Geometry (Å):
C: 2.597 -0.408 0.104
C: 0.326 0.001 -0.629
C: 1.056 -1.940 0.770
C: -0.650 0.884 0.052
N: 2.293 -1.375 0.871
N: 1.670 0.294 -0.697
N: 0.712 -2.892 -0.238
O: -0.134 -3.693 0.181
O: 1.266 -2.934 -1.329
Br: 4.227 0.510 0.169
H: -0.117 -0.905 -1.126
H: 0.615 -2.357 1.670
H: -0.213 1.752 0.478
H: -0.956 0.167 0.923
H: -1.517 1.205 -0.511
H: 1.934 1.291 -0.928

Cartesian forces (eV/Å) of the 2 atoms listed first:
C -1.8 1.7 -0.7
C -2.1 0.1 -1.7



# 2
This record from the Open Molecules 2025 dataset describes C42H36GeKN11O3S2 as an isolated structure. The level of theory is the ωB97M-V functional and the def2-TZVPD basis.

Values from the calculation:
- Expectation value of S²: 0.77
- LUMO energy (alpha / beta): 2.34 / 2.34 eV
- Net charge: -1
- Electronic energy: -5923.51082 a.u.
- F_max: 0.014 hartree/bohr
- Spin multiplicity: 2

Geometry (Å):
K: 0.730 -1.382 -0.045
N: -0.247 1.621 1.668
C: 0.355 1.632 0.475
N: -0.493 1.243 -0.455
C: -1.639 0.994 0.255
N: -1.531 1.229 1.550
C: -2.809 0.414 -0.377
C: -3.696 -0.383 0.310
N: -4.687 -1.086 -0.253
C: -4.676 -1.071 -1.617
C: -3.826 -0.325 -2.361
N: -2.904 0.524 -1.764
H: 0.192 1.713 2.574
H: 1.393 1.899 0.348
H: -3.570 -0.470 1.381
H: -5.387 -1.715 -2.122
H: -3.834 -0.359 -3.441
O: -1.131 -2.018 1.235
C: -1.862 -3.025 1.487
C: -2.339 -3.301 2.803
C: -3.099 -4.411 3.093
C: -3.455 -5.323 2.095
C: -3.042 -5.069 0.800
C: -2.277 -3.948 0.468
C: -1.963 -3.706 -0.942
N: -0.884 -3.191 -1.510
C: -1.104 -3.233 -2.866
C: -2.322 -3.775 -3.138
N: -2.854 -4.077 -1.910
H: -2.053 -2.599 3.578
H: -3.422 -4.581 4.115
H: -4.034 -6.207 2.327
H: -3.299 -5.780 0.019
H: -0.369 -2.873 -3.567
H: -2.841 -3.964 -4.060
H: -3.790 -4.386 -1.713
N: 3.432 -0.649 -1.030
C: 3.402 -0.646 -2.192
H: 3.307 -0.741 0.000
C: -3.945 2.480 -3.874
Ge: -2.388 2.047 -2.766
C: -0.946 1.510 -3.947
C: -0.136 0.421 -3.630
C: 0.885 0.033 -4.489
C: 1.101 0.732 -5.668
C: 0.293 1.812 -5.998
C: -0.729 2.196 -5.141
C: -2.190 3.484 -1.462
C: -3.323 3.720 -0.726
C: -3.339 4.665 0.323
C: -2.212 5.370 0.619
C: -1.019 5.167 -0.119
C: 0.171 5.867 0.199
C: 1.323 5.642 -0.496
C: 1.339 4.706 -1.552
C: 0.207 4.018 -1.883
C: -1.006 4.222 -1.177
H: -3.847 3.497 -4.257
H: -4.858 2.418 -3.284
H: -4.028 1.795 -4.716
H: -0.304 -0.111 -2.703
H: 1.524 -0.797 -4.223
H: 1.903 0.433 -6.331
H: 0.459 2.355 -6.920
H: -1.358 3.038 -5.409
H: -4.224 3.148 -0.917
H: -4.245 4.806 0.897
H: -2.203 6.088 1.430
H: 0.149 6.577 1.018
H: 2.230 6.171 -0.234
H: 2.259 4.518 -2.089
H: 0.239 3.280 -2.674
N: 8.124 -1.038 5.477
C: 6.938 -0.738 4.794
C: 6.962 -0.481 3.422
C: 5.799 -0.149 2.755
C: 4.599 -0.061 3.450
C: 4.566 -0.301 4.815
C: 5.732 -0.636 5.482
S: 3.120 0.300 2.546
O: 2.111 0.650 3.530
O: 3.461 1.315 1.574
N: 2.771 -1.006 1.723
C: 2.276 -2.148 2.291
S: 1.699 -2.326 3.934
C: 1.232 -3.948 3.576
C: 1.496 -4.217 2.281
N: 2.094 -3.217 1.555
H: 8.832 -1.463 4.898
H: 7.985 -1.564 6.326
H: 7.900 -0.542 2.882
H: 5.813 0.049 1.692
H: 3.626 -0.217 5.343
H: 5.709 -0.823 6.549
H: 0.746 -4.576 4.300
H: 1.255 -5.146 1.787

Cartesian forces (eV/Å) of the 2 atoms listed first:
K -0.1 -0.2 -0.7
N 0.1 0.0 0.0



# 3
This record from the Open Molecules 2025 dataset describes C23H25ClO6 as an isolated structure. The level of theory is the ωB97M-V functional and the def2-TZVPD basis.

Values from the calculation:
- LUMO energy: -0.53 eV
- Electronic energy: -1802.29794 a.u.
- F_max: 0.266 hartree/bohr
- Spin multiplicity: 1

Geometry (Å):
C: 3.959 -3.909 -4.620
H: 3.549 -2.989 -5.209
H: 3.108 -4.752 -4.811
C: 3.818 -3.575 -3.213
C: 2.366 -3.081 -2.958
H: 2.239 -2.291 -3.412
H: 1.968 -3.939 -3.028
C: 2.307 -2.940 -1.356
C: 0.975 -2.502 -0.966
C: 0.137 -3.220 -0.305
C: -1.197 -3.089 0.156
O: -2.044 -3.769 0.546
O: -1.634 -1.480 -0.397
C: -0.736 -0.795 -0.742
C: -1.304 0.529 -1.132
C: -0.254 1.525 -1.581
C: 0.971 1.331 -2.002
C: 1.488 -0.067 -1.764
C: 0.450 -1.121 -1.092
H: 2.502 -0.361 -1.969
Cl: 1.892 2.327 -2.757
O: -0.707 2.670 -1.680
C: -0.492 3.599 -0.595
C: -0.842 3.115 0.726
C: -0.486 2.034 1.260
C: -0.799 1.622 2.511
C: -1.969 2.093 2.844
C: -2.830 2.828 2.366
C: -2.106 3.531 1.119
H: -2.778 4.328 0.624
O: -4.020 3.143 2.874
C: -4.817 4.207 2.131
H: -4.239 5.185 2.270
H: -5.603 4.390 2.766
H: -5.002 3.986 1.167
O: -2.658 1.307 4.210
C: -2.486 0.100 4.391
H: -1.158 0.079 5.138
H: -2.347 -0.628 3.661
H: -3.017 -0.282 5.238
O: 0.075 0.782 3.244
C: 1.429 0.079 2.698
H: 2.032 0.942 2.502
H: 1.120 -0.146 1.500
H: 1.498 -0.739 3.197
H: 0.642 2.096 0.979
H: 0.591 3.960 -0.662
H: -0.999 4.825 -0.940
H: -2.340 0.714 -0.743
H: 0.523 -4.414 -0.066
H: 3.070 -2.153 -1.029
H: 2.587 -3.818 -0.712
H: 3.971 -4.459 -2.550
H: 4.626 -2.700 -2.939
H: 4.969 -4.107 -4.887

Cartesian forces (eV/Å) of the 2 atoms listed first:
C -3.7 0.0 -2.3
H 1.0 -1.6 0.6



# 4
This record from the Open Molecules 2025 dataset describes a 9-piece molecular cluster, C40H70N14O18 overall. The level of theory is the ωB97M-V functional and the def2-TZVPD basis.

Values from the calculation:
- LUMO energy: -0.69 eV
- SMILES string: [H]/N=C(/N)NCCCC[C@@](C#N)(c1cccnc1)[C@H](C#N)CCOCCOc1ccc(C(C)(C)CC(C)(C)C)cc1.C[N+](=O)[O-].C[N+](=O)[O-].C[N+](=O)[O-].C[N+](=O)[O-].C[N+](=O)[O-].C[N+](=O)[O-].C[N+](=O)[O-].C[N+](=O)[O-]
- Electronic energy: -3686.23169 a.u.
- F_max: 0.041 hartree/bohr
- Spin multiplicity: 1

Geometry (Å):
C: -6.022 -2.983 -0.847
C: -4.564 -3.537 -0.921
C: -3.627 -2.537 -1.631
C: -4.652 -4.779 -1.860
C: -4.049 -4.079 0.446
C: -3.461 -3.046 1.443
C: -3.497 -3.734 2.858
C: -4.289 -1.739 1.577
C: -1.987 -2.686 1.189
C: -1.155 -3.302 0.246
C: 0.175 -2.877 0.051
C: 0.688 -1.827 0.800
O: 1.976 -1.335 0.597
C: 1.850 -0.272 -0.383
C: 1.758 1.105 0.283
O: 1.625 2.140 -0.672
C: 0.271 2.580 -0.721
C: 0.255 3.868 -1.545
C: -1.102 4.190 -2.215
C: -0.876 5.339 -3.157
N: -0.682 6.137 -3.959
C: -1.874 2.993 -2.858
C: -2.650 2.367 -1.722
N: -3.233 1.720 -0.972
C: -3.009 3.586 -3.788
C: -2.676 3.666 -5.286
C: -2.995 2.350 -6.057
C: -2.170 2.203 -7.362
N: -1.681 0.797 -7.452
C: -0.644 0.600 -8.393
N: -0.631 -0.394 -9.194
N: 0.447 1.495 -8.436
C: -0.988 1.968 -3.574
C: 0.099 2.441 -4.333
C: 0.859 1.431 -4.963
C: 0.448 0.106 -4.762
N: -0.593 -0.337 -4.077
C: -1.321 0.612 -3.476
C: -0.112 -1.222 1.785
C: -1.425 -1.648 1.975
H: -5.937 -1.900 -0.684
H: -6.483 -3.103 -1.832
H: -6.591 -3.443 -0.038
H: -3.263 -1.725 -1.000
H: -2.799 -3.070 -2.111
H: -4.198 -2.081 -2.456
H: -3.743 -5.390 -1.810
H: -4.794 -4.480 -2.907
H: -5.515 -5.404 -1.593
H: -4.885 -4.584 0.944
H: -3.271 -4.825 0.254
H: -3.203 -2.998 3.601
H: -2.832 -4.603 2.869
H: -4.531 -4.051 3.044
H: -4.100 -1.324 2.576
H: -5.366 -1.893 1.494
H: -3.940 -0.963 0.886
H: -1.557 -4.115 -0.346
H: 0.781 -3.373 -0.700
H: 0.929 -0.468 -0.946
H: 2.693 -0.332 -1.080
H: 0.976 1.180 1.040
H: 2.712 1.265 0.809
H: -0.310 1.761 -1.163
H: -0.111 2.785 0.289
H: 0.500 4.700 -0.873
H: 1.054 3.847 -2.291
H: -1.758 4.600 -1.435
H: -3.844 2.876 -3.697
H: -3.398 4.527 -3.383
H: -3.365 4.413 -5.707
H: -1.679 4.053 -5.518
H: -4.064 2.415 -6.298
H: -2.830 1.463 -5.440
H: -1.363 2.930 -7.455
H: -2.863 2.341 -8.206
H: -2.485 0.229 -7.681
H: -1.450 -0.978 -9.053
H: 1.284 0.930 -8.329
H: 0.402 2.070 -7.598
H: 0.333 3.494 -4.428
H: 1.738 1.677 -5.553
H: 1.065 -0.661 -5.232
H: -2.180 0.260 -2.912
H: 0.304 -0.422 2.390
H: -2.011 -1.149 2.737
C: -6.219 -0.458 -4.591
N: -5.907 0.119 -5.926
O: -5.791 -0.645 -6.860
O: -5.786 1.325 -5.988
H: -6.295 -1.535 -4.689
H: -5.409 -0.184 -3.919
H: -7.160 -0.028 -4.261
C: 4.591 3.931 -6.187
N: 4.010 2.707 -6.802
O: 3.888 2.682 -8.003
O: 3.693 1.809 -6.043
H: 4.822 4.636 -6.977
H: 3.850 4.337 -5.505
H: 5.489 3.633 -5.655
C: 3.516 3.321 4.136
N: 2.303 2.510 3.843
O: 1.968 1.677 4.659
O: 1.730 2.738 2.799
H: 3.919 3.011 5.090
H: 4.226 3.137 3.333
H: 3.214 4.356 4.161
C: 0.471 -2.229 6.140
N: -0.695 -3.098 5.826
O: -0.968 -3.987 6.604
O: -1.292 -2.855 4.797
H: 0.907 -2.558 7.074
H: 1.178 -2.330 5.325
H: 0.108 -1.208 6.217
C: 4.668 -0.463 5.308
N: 4.244 -1.521 6.262
O: 5.084 -2.299 6.657
O: 3.074 -1.533 6.581
H: 5.729 -0.577 5.117
H: 4.089 -0.595 4.397
H: 4.453 0.495 5.770
C: 4.261 -5.506 7.189
N: 4.823 -6.826 7.584
O: 5.771 -6.830 8.343
O: 4.295 -7.813 7.118
H: 4.829 -4.728 7.678
H: 4.342 -5.427 6.109
H: 3.222 -5.485 7.506
C: 5.747 7.079 4.934
N: 5.040 5.836 5.342
O: 5.709 4.843 5.532
O: 3.833 5.904 5.458
H: 6.808 6.867 4.873
H: 5.351 7.377 3.968
H: 5.542 7.832 5.689
C: 6.481 -3.023 10.700
N: 5.452 -2.408 9.819
O: 5.434 -1.198 9.726
O: 4.700 -3.166 9.249
H: 7.077 -2.231 11.138
H: 5.958 -3.588 11.466
H: 7.091 -3.676 10.082

Cartesian forces (eV/Å) of the 2 atoms listed first:
C 1.3 0.9 -0.1
C -0.3 -1.2 -0.6



Q: Which formula does entry 3 have?
A: C23H25ClO6



Q: Among the records above, which one has the lowest electronic energy?
A: C42H36GeKN11O3S2



Q: Look up the spin multiplicity of the third one.
A: 1